(1)
# C9H6BrNNdO4

C9H6BrNNdO4 as an isolated structure (ωB97M-V/def2-TZVPD, OMol25).

Structure (ORCA input):
```
! wB97M-V def2-TZVPD RIJCOSX def2/J DEFGRID3
* xyz 3 4
Nd 0.128 -0.928 -1.303
C -1.146 -3.048 -1.719
O -1.674 -4.045 -1.966
C 1.317 -1.511 -3.590
O 1.859 -1.746 -4.578
C 2.132 -2.165 -0.455
O 3.093 -2.708 -0.115
C -1.329 0.447 -2.886
O -1.930 1.087 -3.641
H 3.192 3.020 -1.449
H 3.416 2.733 -2.116
Br 0.587 3.205 3.568
C -0.174 1.749 2.609
C -1.295 1.114 3.161
C -1.878 0.051 2.486
C -1.338 -0.367 1.271
N -0.252 0.244 0.726
C 0.331 1.302 1.383
H -1.691 1.474 4.109
H -2.761 -0.462 2.890
H -1.778 -1.206 0.717
H 1.193 1.761 0.896
*
```

**Kohn-Sham gap (alpha / beta)**: 4.69 / 4.90 eV
**Highest occupied orbital energy (alpha / beta)**: -18.82 / -18.83 eV
**ΔE to the lowest compared entry with this formula, charge and spin**: 0.0 kcal/mol
**E_LUMO (alpha / beta)**: -14.130 / -13.928 eV

Computed Mulliken charges, given in elementary charges: 1.637, 0.145, 0.063, 0.256, -0.008, 0.196, 0.041, 0.202, 0.034, -0.028, 0.031, 0.005, -0.374, -0.022, -0.829, 0.046, -0.304, 0.001, 0.508, 0.426, 0.433, 0.540


(2)
# C48H48N5O3P2RuTe

C48H48N5O3P2RuTe as an isolated structure (ωB97M-V/def2-TZVPD, OMol25).

Structure (ORCA input):
```
! wB97M-V def2-TZVPD RIJCOSX def2/J DEFGRID3
* xyz 2 6
Ru -0.813 0.871 0.030
C 2.208 3.886 3.101
N 1.278 2.979 3.750
C 1.349 2.999 5.193
C 0.524 2.178 2.995
O 0.560 2.218 1.763
C -0.439 1.217 3.701
O -1.245 0.591 2.725
C -2.538 0.219 3.162
C -3.531 0.572 2.046
O -3.107 0.960 0.956
N -4.834 0.463 2.293
C -5.440 0.010 3.523
C -5.793 0.830 1.267
H 2.275 4.808 3.674
H 3.200 3.433 3.037
H 1.863 4.110 2.095
H 1.089 3.995 5.555
H 0.682 2.281 5.655
H 2.369 2.776 5.507
H 0.121 0.451 4.261
H -1.061 1.788 4.405
H -2.564 -0.862 3.363
H -2.808 0.762 4.076
H -4.704 -0.320 4.247
H -6.032 0.817 3.960
H -6.114 -0.821 3.308
H -5.272 1.326 0.453
H -6.299 -0.060 0.892
H -6.534 1.504 1.693
C -1.656 5.231 0.823
C -1.500 5.861 -0.404
C -1.417 5.083 -1.543
C -1.484 3.695 -1.418
N -1.556 3.101 -0.224
C -1.660 3.847 0.863
C -1.516 2.805 -2.583
C -1.984 3.257 -3.816
C -1.999 2.391 -4.893
C -1.510 1.110 -4.710
C -1.067 0.740 -3.452
N -1.106 1.542 -2.396
H -1.773 5.802 1.728
H -1.455 6.937 -0.475
H -1.288 5.541 -2.509
H -1.776 3.314 1.798
H -2.344 4.268 -3.922
H -2.375 2.714 -5.850
H -1.481 0.399 -5.517
H -0.670 -0.251 -3.297
Te 2.353 -2.580 1.411
C 3.101 -4.221 0.236
C 3.305 -5.457 0.829
C 3.898 -6.462 0.073
N 4.265 -6.281 -1.177
C 4.073 -5.113 -1.748
C 3.495 -4.041 -1.083
C 1.267 -1.548 -0.133
P 1.618 0.223 -0.009
C 1.748 0.952 -1.681
C 1.939 0.230 -2.852
C 2.151 0.905 -4.043
C 2.163 2.291 -4.069
C 1.948 3.014 -2.905
C 1.738 2.349 -1.713
C 3.386 0.294 0.450
C 3.805 0.678 1.720
C 5.154 0.665 2.033
C 6.083 0.269 1.083
C 5.667 -0.117 -0.180
C 4.323 -0.103 -0.500
P -0.526 -1.749 0.142
C -1.468 -1.741 -1.446
C -1.053 -2.422 -2.590
C -1.899 -2.530 -3.678
C -3.160 -1.952 -3.646
C -3.567 -1.244 -2.528
C -2.728 -1.138 -1.429
C -0.636 -3.556 0.436
C -1.450 -4.072 1.435
C -1.513 -5.440 1.641
C -0.772 -6.299 0.847
C 0.038 -5.790 -0.155
C 0.110 -4.425 -0.358
H 3.013 -5.644 1.851
H 4.086 -7.440 0.493
H 4.407 -5.023 -2.773
H 3.368 -3.089 -1.577
H 1.924 -0.852 -2.826
H 2.317 0.345 -4.953
H 2.336 2.810 -5.001
H 1.959 4.095 -2.934
H 1.584 2.897 -0.789
H 3.074 0.983 2.457
H 5.490 0.966 3.014
H 7.133 0.267 1.324
H 6.390 -0.417 -0.923
H 3.998 -0.393 -1.489
H -0.065 -2.852 -2.635
H -1.572 -3.063 -4.557
H -3.819 -2.050 -4.495
H -4.542 -0.780 -2.503
H -3.067 -0.603 -0.548
H -2.037 -3.404 2.050
H -2.141 -5.842 2.421
H -0.824 -7.364 1.002
H 0.617 -6.455 -0.779
H 0.745 -4.039 -1.141
*
```

**Kohn-Sham gap (alpha / beta)**: 7.28 / 5.54 eV
**Highest occupied orbital energy (alpha / beta)**: -11.99 / -11.98 eV
**E_LUMO (alpha / beta)**: -4.704 / -6.438 eV

Mulliken population analysis, charges in e, atoms 1 to 99: 2.952, -0.922, 0.141, -1.083, 0.518, -0.075, -1.610, -0.056, -1.521, 0.807, -1.297, 0.185, -1.050, -0.983, 0.416, 0.289, 0.173, 0.327, 0.437, 0.346, 0.391, 0.660, 0.373, 0.710, 0.376, 0.329, 0.366, 0.174, 0.354, 0.417, -1.257, -0.866, -1.106, 0.552, 0.888, -0.497, 0.227, -0.998, -1.108, -1.484, -0.539, 1.549, 0.528, 0.466, 0.526, 0.389, 0.574, 0.466, 0.667, 0.583, 0.471, 0.268, -0.460, -0.424, -0.575, -0.651, 0.177, -2.312, 2.155, 1.319, 0.006, -1.009, -1.004, -0.549, -0.893, 0.572, 0.077, -0.841, -0.692, -0.813, -0.902, 0.569, 1.405, -0.850, -0.556, -0.961, -0.650, 0.087, 1.104, -0.619, -0.742, -0.851, -0.954, -0.581, 0.415, 0.393, 0.394, 0.349, 0.344, 0.491, 0.422, 0.515, 0.249, 0.583, 0.476, 0.431, 0.480, 0.326, 0.185


(3)
# C47H58ClFNO4SSbSe4Zr

C47H58ClFNO4SSbSe4Zr as an isolated structure (ωB97M-V/def2-TZVPD, OMol25).

Structure (ORCA input):
```
! wB97M-V def2-TZVPD RIJCOSX def2/J DEFGRID3
* xyz -2 1
Zr -1.175 -2.262 2.966
C -1.541 0.589 4.918
O -0.896 0.100 3.722
C -0.486 1.097 2.865
C 0.859 1.404 2.790
C 1.878 0.582 3.540
C 2.613 -0.303 2.570
C 3.897 0.026 2.176
C 4.593 -0.706 1.213
C 3.936 -1.799 0.673
C 2.636 -2.166 1.030
C 1.988 -3.316 0.299
C 1.108 -2.790 -0.815
C 1.604 -1.973 -1.817
C 0.777 -1.364 -2.759
C -0.593 -1.567 -2.651
C -1.126 -2.390 -1.665
C -2.608 -2.474 -1.402
C -3.075 -1.132 -0.914
C -3.767 -0.319 -1.794
C -4.184 0.970 -1.472
C -3.884 1.400 -0.190
C -3.189 0.617 0.729
C -2.867 1.209 2.069
C -1.444 1.720 2.076
C -1.017 2.724 1.223
C 0.326 3.084 1.117
C 1.249 2.405 1.903
C 0.730 4.157 0.106
C 0.305 3.703 -1.298
C 2.238 4.400 0.085
C 0.030 5.480 0.439
C -2.737 -0.669 0.382
O -2.057 -1.448 1.217
C -4.928 1.815 -2.502
C -6.247 1.130 -2.882
C -5.246 3.214 -1.975
C -4.065 1.969 -3.762
C -0.263 -3.031 -0.793
O -0.795 -3.840 0.169
C -0.843 -5.204 -0.206
C 1.403 -0.459 -3.821
C 0.352 0.177 -4.732
C 2.368 -1.275 -4.689
C 2.177 0.672 -3.131
C 1.949 -1.407 1.988
O 0.700 -1.673 2.356
C 5.998 -0.274 0.798
C 6.933 -0.306 2.013
C 6.583 -1.182 -0.283
C 5.949 1.155 0.241
H -0.776 1.030 5.563
H -2.011 -0.264 5.394
H -2.283 1.342 4.649
H 1.373 -0.015 4.300
H 2.599 1.238 4.036
H 4.359 0.890 2.645
H 4.428 -2.416 -0.069
H 1.389 -3.922 0.974
H 2.787 -3.942 -0.111
H 2.669 -1.770 -1.831
H -1.280 -1.050 -3.309
H -2.801 -3.250 -0.662
H -3.157 -2.718 -2.315
H -3.994 -0.727 -2.775
H -4.197 2.382 0.146
H -3.005 0.459 2.844
H -3.558 2.035 2.264
H -1.754 3.192 0.580
H 2.307 2.618 1.817
H 0.790 2.763 -1.560
H 0.582 4.455 -2.042
H -0.772 3.543 -1.362
H 2.789 3.500 -0.193
H 2.612 4.738 1.054
H 2.470 5.173 -0.652
H -1.055 5.371 0.412
H 0.312 6.249 -0.284
H 0.305 5.825 1.437
H -6.888 1.012 -2.006
H -6.073 0.137 -3.296
H -6.785 1.721 -3.629
H -5.899 3.177 -1.101
H -5.756 3.792 -2.750
H -4.339 3.752 -1.694
H -3.845 1.003 -4.218
H -3.111 2.444 -3.522
H -4.581 2.583 -4.506
H 0.136 -5.540 -0.566
H -1.588 -5.359 -0.995
H -1.113 -5.760 0.687
H -0.222 -0.578 -5.273
H 0.844 0.818 -5.467
H -0.351 0.791 -4.167
H 1.845 -2.101 -5.174
H 3.175 -1.700 -4.090
H 2.815 -0.645 -5.463
H 1.509 1.267 -2.510
H 2.638 1.330 -3.874
H 2.966 0.288 -2.484
H 6.987 -1.310 2.436
H 6.581 0.363 2.799
H 7.943 0.006 1.729
H 6.683 -2.212 0.063
H 7.577 -0.826 -0.566
H 5.961 -1.188 -1.179
H 5.570 1.859 0.982
H 5.292 1.207 -0.630
H 6.948 1.485 -0.060
F -2.892 -1.584 3.761
Cl -0.139 -4.633 2.946
S -4.916 -3.233 2.674
C -5.572 -4.150 1.388
N -6.014 -4.768 0.518
Se -4.567 -3.118 6.261
Sb -2.549 -4.145 5.472
Se -2.022 -6.403 6.075
Se -0.587 -2.619 5.620
Se -2.937 -4.367 2.737
*
```

**Kohn-Sham gap**: 5.87 eV
**Highest occupied orbital energy**: -2.39 eV
**ΔE to the lowest compared entry with this formula, charge and spin**: 0.0 kcal/mol
**E_LUMO**: 3.472 eV

Mulliken population analysis, charges in e, atoms 1 to 99: 0.236, -1.355, 0.712, 0.044, -0.193, -1.371, -0.160, -0.510, -0.167, -0.208, -0.164, -0.483, 0.876, -0.660, 0.115, -0.857, 0.878, -1.427, 0.506, -0.800, -0.335, -0.363, -0.217, -0.969, 0.599, -0.649, 0.213, -0.516, 2.614, -1.086, -2.372, -1.902, -0.202, 0.949, 2.399, -1.819, -2.095, -1.565, -0.757, 0.639, -1.289, 2.627, -2.443, -1.909, -1.460, 0.191, -0.679, 2.229, -1.882, -2.113, -1.499, 0.196, 0.273, 0.377, 0.209, 0.634, 0.393, 0.513, -0.192, 0.561, 0.532, 0.557, 0.159, 0.550, 0.454, 0.543, -0.015, 0.600, 0.533, 0.528, -0.268, 0.555, 0.287, 0.336, 0.407, 0.498, 0.285, 0.475, 0.392, 0.372, 0.305, 0.474, 0.389, 0.439, 0.312, 0.320, 0.180, 0.497, 0.290, 0.252, 0.376, 0.422, 0.499, 0.353, 0.398, 0.285, 0.461, -0.242, 0.574


(4)
# C4H10NO

A 2-piece molecular cluster, C4H10NO overall (ωB97M-V/def2-TZVPD, OMol25).

Structure (ORCA input):
```
! wB97M-V def2-TZVPD RIJCOSX def2/J DEFGRID3
* xyz 1 1
C 0.125 0.916 -1.462
C -0.447 -0.089 -0.529
C -1.455 0.387 0.456
C -0.604 1.045 1.515
O -0.663 2.204 1.775
N 1.795 -1.871 0.679
H -0.567 1.166 -2.291
H 0.414 1.885 -1.034
H 1.068 0.494 -1.917
H -0.579 -1.090 -0.887
H -2.172 1.129 0.025
H -1.947 -0.508 0.839
H 0.134 0.251 1.982
H 1.285 -2.762 0.741
H 2.496 -1.956 -0.068
H 1.116 -1.201 0.175
*
```

**Kohn-Sham gap**: 6.63 eV
**Highest occupied orbital energy**: -14.78 eV
**ΔE to the lowest compared entry with this formula, charge and spin**: 103.4 kcal/mol
**E_LUMO**: -8.147 eV

Computed natural (NBO) charges, given in elementary charges: -0.781, 0.416, -0.648, 0.424, -0.402, -0.970, 0.351, 0.289, 0.281, 0.235, 0.337, 0.274, 0.156, 0.379, 0.381, 0.278


(5)
# C14H24ClIN3O

An isolated ion of composition C14H24ClIN3O and charge +1 (ωB97M-V/def2-TZVPD, OMol25).

Structure (ORCA input):
```
! wB97M-V def2-TZVPD RIJCOSX def2/J DEFGRID3
* xyz 1 1
C -1.070 -2.160 -3.442
C -1.374 -1.107 -2.226
C -2.942 -0.759 -2.323
C -0.403 0.145 -2.479
C -0.169 1.092 -1.196
C 0.060 0.303 0.175
N 1.240 -0.395 0.637
C 2.422 -0.335 -0.278
C 3.634 -1.304 0.123
C 4.325 -0.981 1.533
N 4.071 0.198 2.372
O 5.143 -1.839 1.999
C 1.030 -1.028 1.932
C -0.427 -0.628 2.269
I -1.407 -1.224 4.119
N -0.991 0.198 1.184
C -2.364 0.818 1.118
C -2.467 2.217 1.914
C -0.992 2.852 2.165
Cl -3.368 2.090 3.523
H -0.157 -2.787 -3.155
H -0.800 -1.599 -4.419
H -1.958 -2.867 -3.628
H -1.132 -1.704 -1.264
H -3.579 -1.489 -1.686
H -3.369 -0.857 -3.396
H -3.160 0.299 -1.946
H 0.610 -0.225 -2.891
H -0.861 0.803 -3.298
H -1.019 1.842 -1.005
H 0.774 1.726 -1.430
H 2.081 -0.572 -1.357
H 2.781 0.768 -0.301
H 4.455 -1.141 -0.681
H 3.358 -2.425 0.029
H 3.260 0.752 2.052
H 3.791 -0.163 3.303
H 1.801 -1.633 2.509
H -2.675 1.031 0.029
H -3.131 0.071 1.529
H -3.087 2.932 1.249
H -1.108 3.889 2.651
H -0.464 3.026 1.156
H -0.360 2.170 2.829
*
```

**Kohn-Sham gap**: 9.04 eV
**Highest occupied orbital energy**: -12.48 eV
**E_LUMO**: -3.437 eV

Computed natural (NBO) charges, given in elementary charges: -0.618, -0.237, -0.636, -0.407, -0.480, 0.501, -0.363, -0.235, -0.531, 0.649, -0.820, -0.542, -0.087, -0.017, 0.317, -0.397, -0.261, -0.191, -0.643, -0.046, 0.211, 0.217, 0.232, 0.206, 0.231, 0.238, 0.191, 0.220, 0.245, 0.252, 0.260, 0.247, 0.229, 0.281, 0.274, 0.357, 0.401, 0.294, 0.253, 0.271, 0.241, 0.258, 0.211, 0.225


(6)
# C6H9N3O

A 2-piece molecular cluster, C6H9N3O overall (ωB97M-V/def2-TZVPD, OMol25).

Structure (ORCA input):
```
! wB97M-V def2-TZVPD RIJCOSX def2/J DEFGRID3
* xyz 0 1
C -4.720 -0.765 -0.945
C -3.636 -1.300 -0.884
C -2.346 -1.988 -0.794
N -1.230 -1.071 -0.900
C 0.037 -1.557 -0.761
C 1.070 -0.500 -0.645
N 1.924 0.209 -1.096
N 0.280 -2.804 -0.669
C 1.612 -3.338 -0.540
H -5.688 -0.294 -0.956
H -2.291 -2.763 -1.579
H -2.287 -2.525 0.166
H -1.385 -0.177 -1.363
H 1.703 -4.243 -1.159
H 2.418 -2.644 -0.834
H 1.778 -3.638 0.504
O 1.468 0.532 1.301
H 1.436 -0.305 1.776
H 2.204 0.864 0.409
*
```

**Kohn-Sham gap**: 9.61 eV
**Highest occupied orbital energy**: -9.52 eV
**ΔE to the lowest compared entry with this formula, charge and spin**: 124.5 kcal/mol
**E_LUMO**: 0.084 eV

Computed natural (NBO) charges, given in elementary charges: -0.208, -0.038, -0.293, -0.575, 0.326, 0.342, -0.411, -0.441, -0.440, 0.243, 0.230, 0.240, 0.419, 0.213, 0.190, 0.205, -1.029, 0.487, 0.541


(7)
# C25H28BiN5O3

C25H28BiN5O3 as an isolated structure (ωB97M-V/def2-TZVPD, OMol25).

Structure (ORCA input):
```
! wB97M-V def2-TZVPD RIJCOSX def2/J DEFGRID3
* xyz 2 1
Bi -1.781 -0.697 -1.229
C -0.940 -4.907 4.836
C -0.970 -3.804 3.814
C -0.802 -2.482 4.149
C -0.878 -1.452 3.187
C -0.386 -0.175 3.544
N -0.164 0.844 2.758
C 0.666 1.990 3.185
C 1.256 2.804 2.027
C 0.543 4.097 1.627
N -0.774 3.899 1.000
C -1.051 3.463 -0.194
C -0.191 3.134 -1.285
C 1.015 3.771 -1.645
C 1.723 3.388 -2.760
C 2.975 4.097 -3.196
C 1.244 2.284 -3.484
C 0.094 1.591 -3.146
C -0.160 0.326 -3.841
N -0.807 -0.678 -3.389
C -0.822 -1.942 -4.128
C -0.118 -3.063 -3.351
C -0.929 -3.777 -2.268
N -1.122 -2.994 -1.031
C -1.125 -3.626 0.081
C -1.211 -3.124 1.450
C -1.105 -4.087 2.451
C -1.240 -1.749 1.836
O -1.515 -0.770 1.053
C -0.693 2.057 -2.062
O -1.806 1.480 -1.715
H -0.475 -4.574 5.762
H -0.386 -5.770 4.469
H -1.952 -5.239 5.072
H -0.574 -2.217 5.177
H -0.061 -0.047 4.573
H -0.409 0.715 1.778
H 1.495 1.577 3.757
H 0.088 2.621 3.864
H 1.433 2.170 1.155
H 2.250 3.124 2.345
H 1.180 4.660 0.953
H 0.373 4.725 2.500
H -1.572 4.075 1.596
H -2.105 3.263 -0.359
H 1.369 4.624 -1.080
H 3.260 4.868 -2.483
H 2.832 4.574 -4.166
H 3.806 3.398 -3.289
H 1.829 1.937 -4.331
H 0.336 0.220 -4.810
H -0.341 -1.806 -5.099
H -1.863 -2.217 -4.319
H 0.820 -2.691 -2.931
H 0.150 -3.827 -4.082
H -0.417 -4.707 -2.014
H -1.912 -4.049 -2.665
H -0.975 -4.708 0.036
H -1.106 -5.130 2.149
O 2.371 0.700 -0.397
C 1.337 0.175 -0.610
N 0.288 -0.343 -0.821
*
```

**Kohn-Sham gap**: 7.41 eV
**Highest occupied orbital energy**: -13.70 eV
**ΔE to the lowest compared entry with this formula, charge and spin**: 10.0 kcal/mol
**E_LUMO**: -6.288 eV

Computed natural (NBO) charges, given in elementary charges: 1.998, -0.629, -0.100, -0.055, -0.286, 0.268, -0.493, -0.234, -0.433, -0.237, -0.459, 0.283, -0.322, -0.052, -0.054, -0.634, -0.049, -0.245, 0.216, -0.525, -0.240, -0.430, -0.240, -0.545, 0.207, -0.286, 0.022, 0.561, -0.807, 0.547, -0.839, 0.232, 0.233, 0.240, 0.227, 0.220, 0.444, 0.231, 0.217, 0.246, 0.258, 0.233, 0.233, 0.428, 0.246, 0.210, 0.227, 0.241, 0.238, 0.229, 0.200, 0.219, 0.215, 0.229, 0.253, 0.219, 0.214, 0.192, 0.216, -0.567, 0.821, -0.954


(8)
# C4H6O2

An isolated molecule of C4H6O2 (ωB97M-V/def2-TZVPD, OMol25).

Structure (ORCA input):
```
! wB97M-V def2-TZVPD RIJCOSX def2/J DEFGRID3
* xyz 0 1
C -1.333 -0.555 -0.538
C 0.160 -0.591 -0.496
O 0.888 -0.760 -1.451
C 0.755 -0.136 0.820
C 0.817 1.331 0.324
O -0.086 2.098 0.559
H -1.695 0.304 0.041
H -1.700 -1.464 -0.053
H -1.662 -0.495 -1.573
H 0.063 -0.188 1.665
H 1.652 -0.733 1.024
H 1.568 1.576 -0.454
*
```

**Kohn-Sham gap**: 10.26 eV
**Highest occupied orbital energy**: -9.93 eV
**ΔE to the lowest compared entry with this formula, charge and spin**: 25.5 kcal/mol
**E_LUMO**: 0.332 eV

Computed natural (NBO) charges, given in elementary charges: -0.727, 0.592, -0.533, -0.606, 0.433, -0.517, 0.249, 0.239, 0.239, 0.234, 0.253, 0.145